[1]
C34H86F8N4O26P5 | the ωB97M-V functional and the def2-TZVPD basis

Geometry as XYZ:
```
163
C34H86F8N4O26P5 | OMol25 | the ωB97M-V functional and the def2-TZVPD basis
P -20.008 -10.984 3.729
F -20.759 -9.694 4.398
F -18.825 -10.024 3.184
F -19.267 -11.250 5.117
F -19.453 -12.348 3.037
F -21.328 -11.837 4.232
F -20.797 -10.696 2.357
C -18.327 -15.149 0.981
C -17.477 -14.234 0.100
C -17.774 -14.421 -1.400
O -17.770 -15.781 -1.755
C -17.873 -15.931 -3.151
N -17.647 -12.855 0.535
H -18.232 -16.235 0.881
H -19.389 -14.956 0.806
H -18.081 -14.988 2.032
H -16.397 -14.405 0.178
H -17.070 -13.788 -1.943
H -18.804 -14.047 -1.510
H -17.731 -16.981 -3.396
H -17.154 -15.320 -3.710
H -18.857 -15.567 -3.475
H -18.606 -12.570 0.360
H -17.474 -12.781 1.528
C -21.713 -10.518 8.862
C -22.195 -9.494 7.842
C -21.289 -8.243 7.674
O -21.785 -7.512 6.563
C -20.892 -6.506 6.114
N -22.539 -10.118 6.521
H -22.274 -11.460 8.882
H -21.891 -10.145 9.877
H -20.648 -10.725 8.718
H -23.152 -9.129 8.238
H -20.263 -8.542 7.418
H -21.326 -7.652 8.595
H -21.435 -5.893 5.393
H -20.093 -7.088 5.640
H -20.543 -5.814 6.887
H -21.618 -10.446 6.234
H -22.662 -9.254 6.004
C -23.914 -11.885 1.947
C -24.516 -11.294 3.212
C -26.044 -11.157 3.217
O -26.564 -10.909 4.516
C -27.931 -10.662 4.366
N -24.192 -12.095 4.395
H -24.148 -11.203 1.116
H -24.381 -12.851 1.743
H -22.829 -11.929 1.939
H -24.076 -10.321 3.439
H -26.590 -11.995 2.751
H -26.358 -10.356 2.525
H -28.118 -9.782 3.735
H -28.387 -10.395 5.323
H -28.524 -11.499 3.974
H -24.514 -13.053 4.256
H -23.169 -12.140 4.383
C -16.735 -13.595 4.445
C -15.268 -13.507 4.206
C -14.867 -13.685 2.738
O -13.450 -13.815 2.765
C -12.876 -14.039 1.493
N -14.738 -12.288 4.851
H -17.055 -13.447 5.475
H -17.092 -14.536 4.017
H -17.241 -12.803 3.881
H -14.764 -14.393 4.618
H -15.116 -12.824 2.108
H -15.347 -14.605 2.391
H -13.049 -13.156 0.861
H -13.278 -14.896 0.949
H -11.801 -14.079 1.655
H -14.551 -12.566 5.809
H -13.840 -12.087 4.415
C -21.442 -14.867 9.864
O -22.235 -13.830 9.298
P -23.075 -14.049 7.948
O -23.847 -12.895 7.515
O -21.941 -14.596 6.956
C -20.699 -13.909 6.887
O -23.978 -15.350 8.189
C -24.944 -15.270 9.228
H -20.496 -14.470 10.237
H -21.135 -15.582 9.099
H -21.989 -15.305 10.697
H -20.466 -13.391 7.824
H -20.711 -13.135 6.127
H -19.783 -14.486 6.760
H -24.654 -15.903 10.066
H -25.917 -15.566 8.834
H -25.107 -14.246 9.572
C -21.741 -18.009 6.559
O -20.740 -18.425 5.624
P -19.725 -17.306 5.041
O -18.859 -16.655 6.036
O -19.007 -18.113 3.877
C -19.761 -18.926 2.986
O -20.757 -16.387 4.241
C -20.473 -15.019 3.938
H -22.129 -17.039 6.250
H -21.306 -17.977 7.559
H -22.558 -18.727 6.582
H -19.427 -18.634 1.985
H -20.838 -18.775 2.994
H -19.495 -19.975 3.105
H -19.447 -14.783 4.222
H -21.206 -14.359 4.389
H -20.507 -14.775 2.875
C -27.145 -6.387 3.384
O -26.615 -7.463 4.148
P -25.056 -7.657 4.485
O -24.730 -8.763 5.379
O -24.425 -7.746 3.011
C -23.026 -7.850 2.804
O -24.590 -6.200 5.002
C -25.052 -5.869 6.301
H -26.374 -5.910 2.779
H -27.558 -5.622 4.043
H -27.923 -6.799 2.747
H -22.531 -8.177 3.721
H -22.521 -6.949 2.446
H -22.844 -8.621 2.054
H -24.255 -5.495 6.952
H -25.597 -6.654 6.817
H -25.646 -4.948 6.237
C -15.450 -9.854 2.739
O -14.871 -9.250 1.583
P -13.296 -9.019 1.509
O -12.794 -8.691 0.160
O -13.060 -7.893 2.630
C -11.777 -7.301 2.760
O -12.770 -10.426 2.073
C -11.376 -10.692 2.130
H -14.725 -10.141 3.497
H -16.004 -10.763 2.507
H -16.161 -9.185 3.221
H -11.879 -6.374 3.322
H -11.253 -7.083 1.828
H -11.114 -7.947 3.344
H -11.080 -11.157 3.071
H -10.780 -9.793 1.971
H -11.146 -11.424 1.353
C -16.642 -9.932 6.159
C -15.482 -8.990 6.481
O -15.699 -8.573 7.817
C -16.832 -9.124 8.269
O -17.163 -9.057 9.420
O -17.544 -9.614 7.252
F -15.667 -7.876 5.665
H -16.354 -10.982 6.191
H -17.272 -9.764 5.291
H -14.457 -9.327 6.335
C -18.975 -9.870 -0.392
C -20.034 -8.769 -0.147
O -21.230 -9.377 -0.517
C -20.965 -10.476 -1.275
O -21.823 -11.062 -1.854
O -19.648 -10.719 -1.317
F -19.776 -7.686 -0.950
H -18.917 -10.420 0.550
H -17.996 -9.505 -0.681
H -19.980 -8.499 0.908
```

Net charge: -1
HOMO-LUMO gap: 7.1 eV
2S+1: 1
ΔE to the lowest compared entry with this formula, charge and spin: 0.000 eV

Atomic partial charges in e from the Mulliken method, atoms 1 to 8:
1 P 2.16
2 F -0.92
3 F -0.31
4 F -0.24
5 F -0.39
6 F -0.04
7 F -0.27
8 C -0.69

[2]
C34H86N2O10 | the ωB97M-V functional and the def2-TZVPD basis

Geometry as XYZ:
```
132
C34H86N2O10 | OMol25 | the ωB97M-V functional and the def2-TZVPD basis
C -0.959 2.348 -0.413
C 0.240 1.884 0.462
C 0.772 2.958 1.434
C -0.394 0.840 1.472
C -0.534 -0.590 0.870
C 0.795 -1.129 0.290
C 1.271 -0.075 -0.836
C 2.693 -0.594 -1.084
C 0.383 -0.156 -2.144
N 1.390 1.300 -0.274
O 1.950 2.188 -1.082
H -0.776 3.262 -0.977
H -1.355 1.663 -1.163
H -1.914 2.483 0.096
H 1.283 3.671 0.786
H -0.014 3.409 2.040
H 1.371 2.583 2.263
H 0.184 0.826 2.396
H -1.432 1.087 1.695
H -0.988 -1.210 1.643
H -1.414 -0.583 0.227
H 0.621 -2.141 -0.077
H 1.538 -1.301 1.069
H 2.751 -1.612 -1.468
H 3.300 -0.592 -0.179
H 3.086 0.079 -1.847
H -0.670 -0.215 -1.871
H 0.632 -1.054 -2.709
H 0.478 0.716 -2.791
H 1.556 2.001 -1.937
C -3.930 -5.716 1.146
C -3.990 -4.238 1.533
C -3.034 -3.984 2.702
C -3.422 -3.400 0.278
C -4.074 -2.022 0.095
C -5.578 -2.128 0.174
C -6.084 -2.676 1.566
C -5.724 -1.689 2.793
C -7.622 -2.707 1.430
N -5.393 -3.930 1.803
O -5.884 -4.596 2.916
H -4.336 -6.318 1.959
H -4.547 -5.839 0.256
H -2.930 -6.132 1.029
H -2.121 -4.501 2.404
H -2.774 -2.936 2.851
H -3.203 -4.555 3.615
H -2.350 -3.211 0.315
H -3.572 -3.757 -0.741
H -3.594 -1.400 0.851
H -3.800 -1.565 -0.856
H -5.956 -2.768 -0.623
H -5.868 -1.115 -0.106
H -6.089 -2.057 3.752
H -6.035 -0.656 2.631
H -4.666 -1.462 2.919
H -7.784 -3.301 0.531
H -8.092 -1.767 1.142
H -8.133 -3.152 2.284
H -6.810 -4.342 2.924
C -0.369 -4.249 -1.941
C -0.303 -5.733 -1.926
O -1.468 -6.282 -1.431
H -0.507 -3.930 -0.908
H -1.271 -4.114 -2.539
H 0.494 -3.776 -2.409
H 0.631 -6.113 -1.511
H -0.382 -6.075 -2.958
H -1.516 -7.187 -1.748
C 6.026 2.929 2.207
C 5.189 1.825 1.470
O 3.845 2.123 1.626
H 7.061 2.588 2.164
H 5.832 3.383 3.178
H 5.906 3.791 1.551
H 5.441 0.871 1.933
H 5.503 1.812 0.427
H 3.259 1.777 0.949
C 2.073 1.449 5.829
C 0.582 1.686 5.589
O -0.219 1.058 6.639
H 2.761 2.012 5.198
H 2.424 0.422 5.731
H 2.335 1.681 6.861
H 0.338 1.290 4.603
H 0.485 2.771 5.589
H -0.476 0.146 6.487
C -0.448 6.837 1.322
C 0.156 6.770 2.789
O 1.614 6.639 2.739
H -0.253 5.911 0.781
H -0.079 7.714 0.790
H -1.529 6.975 1.306
H -0.247 5.920 3.338
H -0.157 7.590 3.436
H 1.728 5.742 2.415
C 2.260 -2.444 -4.853
C 2.957 -1.174 -4.696
O 2.380 -0.246 -5.562
H 2.376 -2.725 -5.900
H 1.193 -2.564 -4.666
H 2.814 -3.119 -4.200
H 4.008 -1.233 -4.978
H 2.930 -0.971 -3.625
H 2.883 0.559 -5.703
C 3.019 5.296 -2.360
C 4.245 5.081 -3.278
O 4.633 3.757 -3.218
H 2.208 4.568 -2.366
H 2.581 6.200 -2.783
H 3.466 5.573 -1.405
H 5.069 5.696 -2.916
H 4.151 5.426 -4.307
H 3.888 3.151 -3.230
C 6.228 -0.924 -1.380
C 7.730 -0.804 -1.899
O 7.767 -1.061 -3.258
H 6.119 -0.512 -0.376
H 6.004 -1.990 -1.366
H 5.483 -0.489 -2.045
H 8.452 -1.421 -1.364
H 8.042 0.232 -1.766
H 7.697 -2.018 -3.279
C -4.099 1.211 -1.965
C -5.485 0.833 -2.494
O -5.345 0.399 -3.825
H -3.829 2.108 -2.523
H -3.243 0.544 -2.064
H -4.168 1.564 -0.936
H -6.052 1.764 -2.492
H -5.844 -0.091 -2.041
H -5.425 -0.553 -3.919
```

Net charge: 0
HOMO-LUMO gap: 7.8 eV
2S+1: 1
ΔE to the lowest compared entry with this formula, charge and spin: 5.589 eV

Atomic partial charges in e from the Mulliken method, atoms 1 to 8:
1 C -1.79
2 C 2.00
3 C -2.04
4 C -1.94
5 C 0.71
6 C -1.42
7 C 1.55
8 C -2.53

[3]
C34H87N5O12 | the ωB97M-V functional and the def2-TZVPD basis

Geometry as XYZ:
```
138
C34H87N5O12 | OMol25 | the ωB97M-V functional and the def2-TZVPD basis
C 3.094 0.912 3.393
C 2.416 1.752 4.471
O 2.691 3.094 4.105
H 4.164 1.089 3.285
H 2.467 0.988 2.504
H 3.021 -0.110 3.763
H 2.913 1.681 5.438
H 1.332 1.681 4.565
H 3.632 3.278 4.128
C 0.391 -0.307 0.892
C -0.348 -0.859 -0.299
O 0.639 -0.880 -1.324
H 1.005 0.509 0.512
H 1.165 -0.966 1.284
H -0.190 0.119 1.710
H -1.107 -0.161 -0.653
H -0.710 -1.875 -0.137
H 0.679 0.018 -1.661
C -1.456 -4.058 1.329
O -1.489 -3.329 2.532
C -0.670 -3.772 3.553
C -1.246 -3.195 4.875
N -2.244 -3.876 5.704
C -1.766 -5.234 6.082
C -3.009 -5.910 6.732
O -3.923 -6.140 5.688
C -4.771 -7.181 6.053
H -0.482 -4.411 0.989
H -1.951 -3.458 0.566
H -2.126 -4.913 1.413
H 0.343 -3.465 3.293
H -0.713 -4.858 3.637
H -1.594 -2.202 4.590
H -0.482 -3.105 5.647
H -3.185 -3.705 5.381
H -0.980 -5.070 6.819
H -1.354 -5.843 5.277
H -3.520 -5.328 7.500
H -2.530 -6.794 7.154
H -4.931 -7.189 7.132
H -4.281 -8.128 5.826
H -5.670 -7.186 5.436
C -5.310 2.077 -2.652
O -5.079 0.676 -2.529
C -5.693 -0.027 -1.478
C -4.673 -0.467 -0.477
N -5.253 -0.974 0.716
C -4.443 -1.906 1.558
C -5.024 -2.258 2.878
O -5.589 -3.531 2.804
C -4.870 -4.796 3.043
H -4.579 2.429 -3.381
H -5.297 2.668 -1.737
H -6.255 2.261 -3.162
H -6.213 -0.878 -1.919
H -6.424 0.620 -0.993
H -3.946 0.311 -0.243
H -4.077 -1.194 -1.029
H -5.723 -0.235 1.221
H -3.476 -1.426 1.706
H -4.330 -2.804 0.950
H -5.673 -1.569 3.420
H -4.137 -2.319 3.509
H -5.642 -5.563 2.980
H -4.367 -4.670 4.002
H -4.122 -4.803 2.249
C -1.549 3.255 3.575
O -1.687 3.938 2.373
C -0.513 3.611 1.512
C -0.594 4.482 0.239
N -1.840 4.170 -0.567
C -2.027 5.151 -1.660
C -3.165 6.194 -1.310
O -4.511 5.713 -1.408
C -5.387 6.222 -0.387
H -2.397 3.397 4.245
H -0.672 3.672 4.070
H -1.443 2.179 3.433
H -0.639 2.577 1.190
H 0.356 3.775 2.149
H 0.303 4.318 -0.359
H -0.632 5.533 0.525
H -2.601 3.933 0.053
H -2.387 4.647 -2.557
H -1.136 5.653 -2.039
H -3.093 6.999 -2.041
H -2.963 6.540 -0.296
H -6.418 5.868 -0.408
H -5.411 7.308 -0.476
H -5.070 6.043 0.641
C 9.222 3.035 -1.705
O 10.152 2.623 -2.696
C 10.189 3.411 -3.820
C 8.872 3.391 -4.713
N 8.358 1.971 -4.859
C 6.878 1.849 -4.976
C 6.176 1.461 -3.617
O 4.787 1.582 -3.749
C 4.050 0.759 -2.840
H 8.187 2.883 -2.013
H 9.582 3.957 -1.247
H 9.353 2.315 -0.897
H 10.950 3.042 -4.508
H 10.512 4.429 -3.601
H 8.998 3.841 -5.697
H 8.135 3.982 -4.168
H 8.726 1.376 -4.130
H 6.674 0.990 -5.614
H 6.515 2.748 -5.472
H 6.401 2.082 -2.750
H 6.461 0.442 -3.357
H 2.990 0.877 -3.069
H 4.249 0.919 -1.780
H 4.409 -0.234 -3.108
C 1.372 -4.073 -2.180
O 2.665 -4.195 -2.759
C 3.184 -2.973 -3.102
C 2.459 -2.337 -4.322
N 1.294 -1.534 -3.944
C 0.699 -0.726 -4.968
C -0.638 -0.040 -4.478
O -0.255 0.931 -3.539
C -1.287 1.816 -3.151
H 1.033 -4.946 -1.621
H 0.692 -3.926 -3.020
H 1.419 -3.227 -1.495
H 3.242 -2.288 -2.256
H 4.216 -3.173 -3.391
H 3.202 -1.572 -4.547
H 2.314 -3.091 -5.096
H 1.040 -1.336 -2.987
H 1.495 -0.059 -5.298
H 0.420 -1.288 -5.860
H -1.093 0.398 -5.367
H -1.270 -0.840 -4.093
H -1.166 2.699 -3.778
H -1.092 2.095 -2.115
H -2.320 1.542 -3.366
```

Net charge: -1
HOMO-LUMO gap (spin up / spin down): 1.4 / 7.8 eV
2S+1: 2
ΔE to the lowest compared entry with this formula, charge and spin: 2.943 eV

Atomic partial charges in e from the Mulliken method, atoms 1 to 8:
1 C -1.15
2 C -0.57
3 O -0.21
4 H 0.84
5 H -0.09
6 H 0.27
7 H 0.35
8 H 0.02